Record 1
Formula: C4H11N2S
Source: the OMol25 dataset
Level of theory: the ωB97M-V functional and the def2-TZVPD basis

Atoms and positions in Å:
C (-0.22670, 1.82834, -1.29052)
C (0.20721, 1.13467, -0.36054)
C (-2.41694, -0.98400, -0.03539)
C (2.16885, 0.31507, 0.82159)
N (-0.94065, -0.86210, -0.05463)
N (0.84763, 0.82590, 0.66424)
S (2.78984, -0.80798, -0.51057)
H (0.20063, 2.82727, -1.46923)
H (-0.90416, 1.73556, -2.04318)
H (-2.78912, -0.22710, 0.56164)
H (-2.92132, -0.92698, -1.00035)
H (-2.84090, -1.86318, 0.22517)
H (2.89652, 1.18174, 0.84199)
H (2.09643, -0.27705, 1.77311)
H (-0.41360, -1.60648, -0.43964)
H (-0.80115, -1.36352, 0.69474)
H (0.48007, 1.10465, 1.59668)
H (2.56735, -2.03480, 0.02488)

Output
energy relative to the best compared isomer or geometry (same formula, charge and spin): 110.8 kcal/mol
M: 119.21 g/mol
charge: +1
lowest unoccupied orbital energy: -3.777 eV
E_tot: -18130.715 eV
HOMO level: -13.62 eV

Mulliken atomic charge list, values in e, 6 entries: -0.80, 0.70, -1.06, -0.54, -0.38, -0.13

Record 2
Formula: C3H8N2OS
Source: the OMol25 dataset
Level of theory: the ωB97M-V functional and the def2-TZVPD basis

Atoms and positions in Å:
N (1.24363, 1.45287, 1.49897)
C (1.10688, 0.76637, 0.33413)
O (1.87248, 1.01465, -0.58563)
C (0.00957, -0.30442, 0.15922)
N (-1.27003, 0.31591, 0.54924)
C (-0.00630, -0.70267, -1.31045)
S (-0.94373, -2.19127, -1.62582)
H (0.75627, 1.19141, 2.33432)
H (1.96358, 2.13085, 1.67977)
H (0.23494, -1.17143, 0.78267)
H (-1.99044, -0.05902, -0.04452)
H (-1.56931, 0.01735, 1.46501)
H (1.01408, -0.90911, -1.63667)
H (-0.23475, 0.13722, -1.96776)
H (-2.18686, -1.68870, -1.63248)

Output
energy relative to the best compared isomer or geometry (same formula, charge and spin): 13.4 kcal/mol
M: 120.18 g/mol
charge: 0
lowest unoccupied orbital energy: 0.708 eV
E_tot: -19103.923 eV
HOMO level: -9.22 eV
SMILES: NC(=O)[C@@H](N)CS

Mulliken atomic charge list, values in e, 6 entries: -0.35, 0.28, -0.63, 0.65, -0.68, -1.12

Record 3
Formula: C26H68As4FeN4O2Si3
Source: the OMol25 dataset
Level of theory: the ωB97M-V functional and the def2-TZVPD basis

Atoms and positions in Å:
Fe (0.00452, 0.29764, 0.00543)
C (3.30229, 2.62537, -0.39310)
As (2.49424, 0.93045, 0.12897)
C (3.44213, 0.68304, 1.80828)
C (3.54705, -0.34168, -0.96324)
C (3.09691, -0.61104, -2.41048)
C (2.48073, 0.64111, -3.05239)
C (2.10602, -1.77644, -2.48623)
As (0.25960, -1.42418, -1.85420)
C (-0.61979, -1.07910, -3.55004)
C (-0.29994, -3.26420, -1.56189)
C (4.33278, -0.91010, -3.30630)
As (5.40851, -2.52044, -3.03639)
C (5.59882, -3.15552, -1.22517)
C (4.75564, -3.96876, -4.12360)
H (3.26474, 3.30103, 0.46118)
H (2.78525, 3.09081, -1.22621)
H (4.34636, 2.45426, -0.65304)
H (4.50464, 0.87754, 1.65471)
H (3.31065, -0.32657, 2.19284)
H (3.05958, 1.39324, 2.54170)
H (3.55526, -1.27522, -0.39209)
H (4.56825, 0.05447, -0.94794)
H (1.58160, 0.96192, -2.50984)
H (2.18725, 0.44717, -4.08519)
H (3.18232, 1.47540, -3.05402)
H (2.47294, -2.62988, -1.90579)
H (1.99904, -2.10742, -3.52486)
H (-0.34179, -1.84678, -4.27208)
H (-0.33701, -0.09856, -3.92670)
H (-1.69904, -1.09731, -3.40182)
H (-0.24564, -3.81378, -2.50200)
H (-1.32945, -3.27878, -1.20526)
H (0.34183, -3.74969, -0.82890)
H (5.03129, -0.07136, -3.25853)
H (4.02648, -1.00860, -4.35192)
H (5.94754, -2.36300, -0.56999)
H (6.31135, -3.97772, -1.22370)
H (4.62061, -3.52160, -0.90806)
H (4.54997, -3.61307, -5.12987)
H (3.83948, -4.33009, -3.65076)
H (5.49138, -4.76858, -4.15747)
N (0.97102, -1.84060, 1.38839)
C (0.47691, -1.46649, 2.72308)
C (0.53122, -2.55008, 3.80489)
C (-0.20547, -3.86643, 3.55284)
C (-1.73091, -3.78950, 3.54142)
N (-2.27816, -3.19046, 4.74956)
C (-2.71105, -3.81799, 5.83223)
N (-2.68883, -5.14717, 5.93030)
N (-3.18268, -3.10408, 6.85576)
C (-0.89874, -0.80465, 2.58499)
O (-1.67201, -0.78633, 3.53546)
O (-1.14709, -0.26462, 1.44695)
H (0.41462, -2.61087, 1.02650)
H (1.91932, -2.19614, 1.47315)
H (1.13097, -0.65358, 3.06931)
H (0.17978, -2.10578, 4.73746)
H (1.58452, -2.79102, 3.97253)
H (0.10315, -4.56100, 4.33793)
H (0.11575, -4.32872, 2.61549)
H (-2.15871, -4.78063, 3.38808)
H (-2.09689, -3.17927, 2.71565)
H (-2.26251, -2.17289, 4.73420)
H (-2.34662, -5.72513, 5.18393)
H (-3.06642, -5.61277, 6.73791)
H (-3.22460, -2.10022, 6.80965)
H (-3.51721, -3.54495, 7.69529)
C (-2.38402, 5.04717, -2.49550)
Si (-1.43409, 3.45064, -2.70243)
C (-2.17440, 2.36885, -4.04861)
C (0.37807, 3.81248, -3.08251)
As (-1.45523, 2.15972, -0.67598)
Si (-1.18699, 3.79078, 1.06749)
C (-2.74014, 4.81462, 1.26613)
C (-0.76627, 2.82391, 2.61787)
C (0.26881, 4.86134, 0.56499)
Si (-3.71196, 1.37397, -0.36844)
C (-4.17349, 1.25941, 1.43801)
C (-4.84715, 2.56668, -1.25941)
C (-3.71535, -0.32258, -1.18409)
H (-2.34100, 5.58551, -3.44483)
H (-1.94066, 5.69420, -1.74122)
H (-3.43538, 4.89568, -2.25186)
H (-2.53435, 2.98794, -4.87041)
H (-3.01454, 1.76757, -3.70062)
H (-1.42291, 1.69635, -4.46175)
H (0.57234, 3.69576, -4.14860)
H (1.04328, 3.14034, -2.54348)
H (0.64869, 4.83290, -2.81407)
H (-3.63587, 4.21455, 1.41814)
H (-2.90951, 5.46144, 0.40724)
H (-2.62783, 5.45762, 2.14074)
H (-1.57467, 2.16251, 2.92244)
H (-0.55554, 3.50684, 3.44075)
H (0.12591, 2.20878, 2.45922)
H (0.08280, 5.40348, -0.36038)
H (1.16648, 4.25809, 0.42284)
H (0.48307, 5.60022, 1.33749)
H (-4.15780, 2.22706, 1.94096)
H (-3.53905, 0.57685, 1.98782)
H (-5.20131, 0.89299, 1.48536)
H (-4.77401, 3.57226, -0.84520)
H (-5.87908, 2.24065, -1.12788)
H (-4.65706, 2.62141, -2.33045)
H (-2.86915, -0.91699, -0.82874)
H (-3.65741, -0.23367, -2.26989)
H (-4.62700, -0.86995, -0.94808)

Output
⟨S²⟩: 8.768
energy relative to the best compared isomer or geometry (same formula, charge and spin): 0.0 kcal/mol
M: 908.65 g/mol
charge: +3
lowest unoccupied orbital energy (alpha / beta): -6.402 / -10.098 eV
E_tot: -339477.795 eV
HOMO level (alpha / beta): -14.82 / -15.44 eV
multiplicity: 6

Mulliken atomic charge list, values in e, 6 entries: 1.97, -1.27, 0.62, -1.45, -1.63, 2.07

Record 4
Formula: C46H56AsBCl5F2MnP3S2
Source: the OMol25 dataset
Level of theory: the ωB97M-V functional and the def2-TZVPD basis

Atoms and positions in Å:
Mn (-0.08977, -1.16772, 0.15568)
S (1.95077, 1.14471, -1.09621)
P (0.05146, 1.73602, -0.97678)
C (-1.09379, 0.52759, -0.72122)
P (-2.56067, 0.39046, -1.57062)
S (-2.66486, -0.54437, -3.32821)
C (-3.82077, -0.35878, -0.44645)
C (-3.82878, -0.05042, 0.90887)
C (-4.79445, -0.57662, 1.75605)
C (-5.75730, -1.44173, 1.25745)
C (-5.75501, -1.76399, -0.09390)
C (-4.79797, -1.21863, -0.93930)
C (-3.33982, 2.05962, -1.79115)
C (-3.47093, 2.90739, -0.69058)
C (-4.03773, 4.16499, -0.82179)
C (-4.47738, 4.60232, -2.06592)
C (-4.34822, 3.77002, -3.16701)
C (-3.78766, 2.50479, -3.02802)
C (-0.31640, 2.76274, -2.46199)
C (-0.81459, 4.06198, -2.45005)
C (-1.12598, 4.71291, -3.63775)
C (-0.95432, 4.06857, -4.85323)
C (-0.47431, 2.76469, -4.87552)
C (-0.15707, 2.12107, -3.69071)
C (0.02745, 2.97357, 0.39489)
C (-0.71226, 2.71489, 1.53990)
C (-0.71694, 3.61030, 2.60318)
C (0.02383, 4.78040, 2.52896)
C (0.79470, 5.03626, 1.39854)
C (0.80307, 4.13264, 0.34635)
H (-3.03664, 0.57050, 1.30914)
H (-4.76632, -0.34117, 2.81432)
H (-6.49324, -1.88123, 1.92186)
H (-6.48900, -2.45880, -0.48595)
H (-4.77217, -1.47761, -1.99038)
H (-3.10375, 2.58275, 0.27315)
H (-4.12570, 4.80992, 0.04549)
H (-4.91301, 5.58973, -2.17587)
H (-4.67580, 4.10976, -4.14354)
H (-3.67287, 1.84551, -3.88056)
H (-0.99317, 4.56418, -1.50827)
H (-1.52691, 5.72020, -3.60670)
H (-1.20924, 4.57267, -5.77895)
H (-0.35827, 2.24190, -5.81795)
H (0.20727, 1.10013, -3.70523)
H (-1.27098, 1.78786, 1.58886)
H (-1.29507, 3.38500, 3.49284)
H (0.01796, 5.48418, 3.35442)
H (1.39700, 5.93668, 1.34457)
H (1.42865, 4.31596, -0.52001)
C (3.43604, 2.86100, 5.47449)
C (2.23023, 2.51698, 4.60945)
As (2.39698, 0.96586, 3.37719)
C (4.09023, 1.47601, 2.50642)
C (3.96576, 2.78220, 1.72891)
C (3.17571, -0.32511, 4.64903)
C (2.16785, -0.74535, 5.71414)
H (3.25251, 3.75339, 6.08269)
H (4.31971, 3.05834, 4.86247)
H (3.68462, 2.04535, 6.15776)
H (1.95444, 3.35968, 3.97369)
H (1.35422, 2.31201, 5.23094)
H (4.31780, 0.65170, 1.82662)
H (4.89033, 1.52282, 3.25129)
H (3.17395, 2.70498, 0.98147)
H (4.89427, 3.01919, 1.20055)
H (3.73443, 3.62270, 2.38998)
H (4.08236, 0.09071, 5.09674)
H (3.46629, -1.18365, 4.04197)
H (1.83899, 0.10997, 6.31258)
H (2.59359, -1.48286, 6.40115)
H (1.28470, -1.18782, 5.25076)
F (1.22918, -2.41735, 2.90007)
B (1.54188, -1.84121, 1.69848)
F (2.92128, -1.77399, 1.63833)
Cl (-1.34350, -0.50499, 3.80237)
C (-2.05649, -1.87949, 2.97160)
C (-1.73051, -2.07966, 1.64817)
C (-2.40437, -3.11043, 1.02124)
Cl (-2.03781, -3.30870, -0.68157)
C (-3.35058, -3.91724, 1.63481)
Cl (-4.17860, -5.16665, 0.76209)
C (-3.63625, -3.68959, 2.97761)
Cl (-4.82348, -4.66038, 3.78771)
C (-2.98358, -2.65926, 3.65353)
Cl (-3.37664, -2.34595, 5.32004)
C (3.76246, -2.50526, -3.72872)
C (3.02195, -1.88760, -2.54141)
C (3.99502, -1.59898, -1.39393)
P (1.50059, -2.70183, -1.83928)
C (2.13691, -4.18800, -0.90735)
C (3.16140, -5.12896, -1.54559)
C (0.95422, -4.97280, -0.33687)
C (0.51354, -3.30407, -3.30046)
C (0.34063, -2.11987, -4.25880)
C (0.91073, -4.58013, -4.04311)
H (4.59913, -1.85111, -3.99996)
H (3.13268, -2.60837, -4.60995)
H (4.17741, -3.48604, -3.49752)
H (2.62712, -0.91518, -2.85215)
H (4.49560, -2.50796, -1.04874)
H (3.48438, -1.15125, -0.54330)
H (4.76676, -0.90076, -1.73399)
H (2.62783, -3.70381, -0.05739)
H (2.80853, -5.57130, -2.47701)
H (3.37371, -5.94993, -0.85100)
H (4.10551, -4.62590, -1.74775)
H (0.30892, -5.37886, -1.12075)
H (0.34061, -4.34036, 0.30331)
H (1.31834, -5.80970, 0.26720)
H (-0.47153, -3.48197, -2.86049)
H (1.25459, -1.91872, -4.82071)
H (0.04422, -1.21786, -3.71948)
H (-0.46205, -2.32736, -4.97149)
H (1.91431, -4.51861, -4.46506)
H (0.21145, -4.74640, -4.87065)
H (0.86644, -5.45808, -3.39707)

Output
⟨S²⟩: 8.761
M: 1121.94 g/mol
charge: -2
lowest unoccupied orbital energy (alpha / beta): 4.026 / 4.022 eV
E_tot: -259036.777 eV
HOMO level (alpha / beta): -1.47 / -1.99 eV
multiplicity: 6

Mulliken atomic charge list, values in e, 6 entries: 1.37, -0.63, 2.67, -0.84, 1.72, -0.62